This record from the Open Molecules 2025 dataset describes an isolated ion of composition C18H11F3NO3 and charge -1 at a distorted geometry. The level of theory is wB97M-V/def2-TZVPD.

Positions of all 36 atoms, in Å:
C1 4.076149 -2.755517 1.713479
C2 2.685600 -2.784471 1.584039
C3 1.969654 -1.619558 1.795023
C4 2.645531 -0.428786 2.125595
C5 4.032145 -0.385008 2.243333
C6 4.747795 -1.561231 2.037586
C7 1.667909 0.646232 2.169232
O1 1.864168 1.888570 2.321930
C8 0.342087 0.033874 1.983252
C9 -0.813784 0.765919 2.016378
C10 -2.130954 0.149963 2.022682
C11 -2.275687 -0.995656 2.840713
C12 -3.429254 -1.761247 2.818953
C13 -4.492858 -1.404647 1.984462
C14 -4.391753 -0.245394 1.207248
C15 -3.226144 0.528129 1.216493
C16 0.505778 -1.407230 1.627127
O2 -0.318794 -2.237314 1.249202
H1 4.675102 -3.651185 1.564519
H2 2.169809 -3.702967 1.323301
H3 4.482305 0.572888 2.491299
H4 5.831971 -1.531790 2.133278
H5 -1.019750 2.350796 3.209898
H6 -1.453991 -1.262899 3.507592
H7 -3.474702 -2.652919 3.442956
H8 -5.406175 -2.001570 1.978323
H9 -5.222838 0.061763 0.569874
H10 -3.137621 1.400473 0.567651
H11 0.464861 2.247856 2.397186
N1 -0.661898 2.132075 2.285350
C17 -1.173594 3.259155 1.387201
C18 -2.409485 3.968869 1.963703
F1 -3.487332 3.166497 2.200932
F2 -1.985035 4.430345 3.182695
F3 -2.823790 5.028895 1.246955
O3 -0.378545 3.810822 0.680001

Forces on atoms 1 to 3 (eV/Å):
1.34 0.79 0.30
-0.62 0.37 0.16
1.64 -1.20 -0.20

Output
- 2S+1 = 1
- HOMO level (eV) = -1.62
- orbital gap (Eh) = 0.1487
- LUMO level (eV) = 2.428
- net charge = -1
- energy (eV) = -34628.1296
- SMILES string = O=C([NH2+]C(=C1C([O-])=c2ccccc2=C1[O-])c1ccccc1)C(F)(F)F
- ΔE to the lowest compared entry with this formula, charge and spin (kJ/mol) = 83.9